(1)
DFT (the ωB97M-V functional and the def2-TZVPD basis) results for one molecule with the formula C28H27N5O4 at a distorted geometry.

- net charge = 0
- gap between HOMO and LUMO (eV) = 8.8272
- energy relative to the best compared isomer or geometry (same formula, charge and spin) (eV) = 1.839
- SMILES = Cc1ccc([C@H](C(=O)NCc2ccco2)N(CCc2ccccc2)C(=O)Cn2nnc3ccccc32)o1
- electronic energy (Eh) = -1657.92257

Positions of all 64 atoms, in Å:
C: 5.351 -1.279 -3.510
C: 4.688 -0.529 -2.412
C: 5.184 0.300 -1.451
C: 4.078 0.726 -0.676
C: 2.981 0.122 -1.216
C: 1.536 0.191 -0.874
C: 1.192 1.638 -0.454
O: 1.499 2.052 0.643
N: 0.609 2.387 -1.407
C: 0.147 3.729 -1.127
C: -1.346 3.814 -1.082
C: -2.305 2.861 -0.914
C: -3.546 3.545 -0.949
C: -3.248 4.856 -1.137
O: -1.915 5.033 -1.224
N: 1.134 -0.651 0.261
C: 2.066 -1.559 0.881
C: 2.168 -2.884 0.096
C: 0.829 -3.562 0.073
C: -0.095 -3.260 -0.919
C: -1.374 -3.788 -0.875
C: -1.742 -4.631 0.159
C: -0.819 -4.960 1.138
C: 0.457 -4.425 1.097
C: -0.182 -0.556 0.538
O: -0.934 0.064 -0.193
C: -0.690 -1.158 1.852
N: -2.031 -0.717 2.068
N: -3.072 -1.558 2.066
N: -4.161 -0.921 2.188
C: -3.887 0.413 2.262
C: -4.709 1.533 2.391
C: -4.091 2.760 2.435
C: -2.697 2.894 2.357
C: -1.864 1.808 2.231
C: -2.481 0.563 2.180
O: 3.348 -0.641 -2.275
H: 5.189 -2.350 -3.393
H: 6.418 -1.077 -3.498
H: 4.941 -0.982 -4.475
H: 6.208 0.578 -1.311
H: 4.084 1.391 0.163
H: 0.949 -0.104 -1.753
H: 0.210 1.934 -2.214
H: 0.528 4.419 -1.890
H: 0.577 4.010 -0.159
H: -2.149 1.813 -0.767
H: -4.518 3.110 -0.842
H: -3.861 5.731 -1.224
H: 1.744 -1.766 1.902
H: 3.044 -1.074 0.921
H: 2.503 -2.672 -0.920
H: 2.912 -3.514 0.585
H: 0.188 -2.608 -1.733
H: -2.087 -3.533 -1.644
H: -2.743 -5.031 0.202
H: -1.098 -5.626 1.942
H: 1.171 -4.673 1.870
H: -0.706 -2.249 1.815
H: -0.052 -0.814 2.674
H: -5.780 1.425 2.452
H: -4.690 3.654 2.529
H: -2.270 3.886 2.392
H: -0.793 1.915 2.153

***

(2)
DFT (the ωB97M-V functional and the def2-TZVPD basis) results for C28H28B3CdN4O24 as an isolated structure at a distorted geometry.

- net charge = -1
- gap between HOMO and LUMO (eV) = 9.0891
- energy relative to the best compared isomer or geometry (same formula, charge and spin) (eV) = 0.000
- electronic energy (Eh) = -3351.72863

Positions of all 88 atoms, in Å:
Cd: -0.040 -0.002 -0.512
O: 0.827 8.313 -3.625
C: 1.205 7.202 -3.426
O: 0.479 6.089 -3.494
B: 1.304 4.939 -3.175
O: 2.687 5.456 -3.047
C: 2.655 6.786 -3.059
O: 3.568 7.517 -2.830
O: 1.243 3.865 -4.193
C: 1.121 2.711 -3.589
O: 1.214 1.613 -4.062
C: 0.825 2.993 -2.097
O: 0.897 4.279 -1.896
O: 0.561 2.147 -1.276
O: -2.972 -3.142 -0.821
C: -3.088 -2.972 0.358
O: -4.036 -3.431 1.144
B: -3.802 -2.978 2.528
O: -2.602 -2.084 2.439
C: -2.150 -2.102 1.222
O: -1.186 -1.522 0.792
O: -3.571 -4.103 3.437
C: -4.489 -4.096 4.402
O: -4.644 -4.916 5.248
C: -5.371 -2.833 4.191
O: -4.941 -2.243 3.076
O: -6.268 -2.480 4.886
O: 0.991 0.644 1.302
C: 1.629 1.095 2.224
O: 2.803 0.686 2.594
B: 3.181 1.363 3.885
O: 2.111 2.351 4.089
C: 1.156 2.206 3.188
O: 0.117 2.790 3.121
O: 4.507 1.980 3.742
C: 5.342 1.450 4.630
O: 6.504 1.693 4.748
C: 4.533 0.425 5.470
O: 3.292 0.419 4.979
O: 4.946 -0.236 6.368
C: -2.644 1.122 4.100
C: -3.857 1.121 3.176
C: -3.703 2.065 1.979
C: -2.635 1.647 1.085
N: -1.796 1.318 0.381
H: -1.798 0.643 3.599
H: -2.854 0.480 4.957
H: -2.355 2.123 4.409
H: -4.747 1.438 3.724
H: -4.061 0.129 2.781
H: -3.451 3.090 2.272
H: -4.651 2.151 1.444
C: -5.094 -0.425 -1.270
C: -4.960 -0.488 -2.784
C: -3.712 -1.231 -3.285
C: -2.499 -0.773 -2.628
N: -1.551 -0.401 -2.114
H: -4.401 0.283 -0.815
H: -5.056 -1.407 -0.803
H: -6.087 -0.023 -1.034
H: -4.937 0.536 -3.176
H: -5.851 -0.905 -3.253
H: -3.562 -1.029 -4.351
H: -3.820 -2.309 -3.174
C: 1.197 -1.593 -5.472
C: 2.600 -1.086 -5.200
C: 3.129 -1.427 -3.803
C: 2.161 -1.016 -2.787
N: 1.421 -0.658 -1.998
H: 0.844 -1.233 -6.436
H: 0.478 -1.226 -4.732
H: 1.125 -2.682 -5.397
H: 2.627 -0.002 -5.328
H: 3.296 -1.480 -5.944
H: 4.056 -0.892 -3.603
H: 3.248 -2.506 -3.678
C: 5.015 -4.257 0.350
C: 5.057 -2.764 0.040
C: 4.229 -1.929 1.004
C: 2.793 -2.089 0.774
N: 1.655 -2.154 0.619
H: 3.983 -4.611 0.263
H: 5.275 -4.414 1.401
H: 5.652 -4.852 -0.295
H: 4.722 -2.624 -0.994
H: 6.089 -2.407 0.069
H: 4.456 -0.866 0.940
H: 4.436 -2.258 2.025

***

(3)
DFT (the ωB97M-V functional and the def2-TZVPD basis) results for C28H28Cl2CoP2 as an isolated structure at a distorted geometry.

- 2S+1 = 5
- net charge = +3
- gap between HOMO and LUMO (spin up / spin down) (eV) = 8.0137 / 5.7770
- energy relative to the best compared isomer or geometry (same formula, charge and spin) (eV) = 0.000
- electronic energy (Eh) = -4068.55232

Positions of all 61 atoms, in Å:
Co: 0.114 -1.852 -0.031
Cl: 0.871 -3.064 2.107
C: 1.133 -4.581 1.113
Cl: 0.155 -4.424 -0.313
H: 0.723 -5.389 1.719
H: 2.132 -4.789 0.851
C: 0.679 2.024 1.669
C: 1.578 0.763 1.618
P: 1.614 -0.114 0.038
C: 2.030 1.073 -1.278
C: 1.157 1.687 -2.143
C: 1.600 2.418 -3.221
C: 2.963 2.617 -3.391
C: 3.885 2.042 -2.502
C: 3.414 1.236 -1.456
C: 2.823 -1.437 -0.183
C: 3.987 -1.689 0.559
C: 4.867 -2.604 -0.021
C: 4.560 -3.354 -1.158
C: 3.347 -3.154 -1.807
C: 2.479 -2.224 -1.307
C: -0.759 2.064 1.151
P: -2.052 0.913 1.753
C: -3.580 1.768 2.054
C: -3.615 2.981 2.805
C: -4.787 3.638 2.799
C: -5.964 3.101 2.180
C: -5.889 1.852 1.519
C: -4.693 1.165 1.465
C: -2.201 -0.320 0.478
C: -2.181 -1.741 0.644
C: -2.318 -2.564 -0.468
C: -2.525 -2.016 -1.736
C: -2.536 -0.648 -1.904
C: -2.405 0.215 -0.818
H: 1.225 2.744 1.035
H: 0.661 2.369 2.707
H: 1.281 -0.018 2.347
H: 2.613 1.108 1.930
H: 0.068 1.507 -2.023
H: 0.915 2.848 -3.973
H: 3.422 3.274 -4.145
H: 4.950 2.248 -2.658
H: 4.162 0.700 -0.858
H: 4.248 -1.075 1.414
H: 5.861 -2.685 0.410
H: 5.314 -3.974 -1.635
H: 3.054 -3.707 -2.719
H: 1.619 -1.931 -1.910
H: -0.780 1.961 0.088
H: -1.065 3.097 1.366
H: -2.778 3.354 3.340
H: -4.786 4.574 3.301
H: -6.884 3.654 2.240
H: -6.765 1.384 1.119
H: -4.654 0.228 0.866
H: -2.257 -2.083 1.700
H: -2.384 -3.601 -0.226
H: -2.729 -2.640 -2.599
H: -2.498 -0.242 -2.895
H: -2.420 1.309 -1.002

***

(4)
DFT (the ωB97M-V functional and the def2-TZVPD basis) results for C28H28Cl7MoO3 as an isolated structure at a distorted geometry.

- 2S+1 = 3
- net charge = +1
- gap between HOMO and LUMO (spin up / spin down) (eV) = 6.9183 / 7.3401
- energy relative to the best compared isomer or geometry (same formula, charge and spin) (eV) = 0.728
- electronic energy (Eh) = -4598.82184

Positions of all 67 atoms, in Å:
Mo: 0.248 0.039 -0.346
C: -2.862 -0.668 3.060
C: -2.138 0.371 2.234
C: -2.702 0.822 1.034
C: -4.054 0.307 0.596
C: -2.086 1.855 0.309
C: -2.766 2.396 -0.925
C: -0.947 2.492 0.833
C: -0.440 3.786 0.229
C: -0.347 1.992 2.001
C: 0.883 2.679 2.551
C: -0.931 0.918 2.687
C: -0.301 0.387 3.953
H: -2.639 -1.684 2.721
H: -3.940 -0.536 3.002
H: -2.593 -0.605 4.110
H: -4.850 0.971 0.945
H: -4.262 -0.682 0.992
H: -4.143 0.253 -0.486
H: -3.603 3.040 -0.644
H: -3.171 1.600 -1.546
H: -2.094 2.976 -1.550
H: 0.401 3.636 -0.454
H: -0.104 4.467 1.008
H: -1.221 4.302 -0.321
H: 0.608 3.428 3.300
H: 1.441 3.195 1.774
H: 1.563 1.985 3.040
H: -0.660 0.935 4.828
H: 0.782 0.480 3.946
H: -0.526 -0.665 4.106
Cl: 3.237 -1.488 -1.358
C: 1.809 -2.493 -1.492
C: 0.581 -1.968 -1.134
C: -0.515 -2.802 -1.277
Cl: -2.083 -2.167 -0.836
C: -0.421 -4.108 -1.742
Cl: -1.817 -5.091 -1.884
C: 0.834 -4.608 -2.089
Cl: 0.988 -6.214 -2.663
C: 1.960 -3.794 -1.966
Cl: 3.507 -4.401 -2.401
Cl: 6.729 -0.327 3.290
C: 5.136 -0.373 2.626
C: 4.268 -1.393 2.999
C: 2.984 -1.457 2.484
Cl: 1.925 -2.738 2.922
C: 2.567 -0.477 1.598
O: 1.324 -0.481 1.085
C: 3.440 0.532 1.218
C: 3.040 1.506 0.200
O: 1.921 1.605 -0.281
C: 4.733 0.589 1.723
H: 4.600 -2.154 3.693
H: 3.824 2.195 -0.151
H: 5.414 1.374 1.416
C: 1.212 0.503 -3.852
C: -0.242 0.504 -3.453
C: -1.007 1.714 -3.924
O: -0.336 0.460 -1.993
H: 1.284 0.564 -4.937
H: 1.717 -0.404 -3.523
H: 1.727 1.366 -3.424
H: -0.731 -0.414 -3.776
H: -0.608 2.624 -3.473
H: -2.069 1.643 -3.691
H: -0.897 1.792 -5.006

***

Question: Which formula does entry 1 have?
Answer: C28H27N5O4

***

Question: Which of these has the lowest net charge?
Answer: C28H28B3CdN4O24

***

Question: Look up the energy relative to the best compared isomer or geometry (same formula, charge and spin) of the fourth one.
Answer: 0.728 eV

***

Question: Which formula does entry 4 have?
Answer: C28H28Cl7MoO3